Entry 1:
{"formula": "C7H18O4", "method": "ωB97M-V with the def2-TZVPD basis set", "e_homo_ha": -0.3478, "orbital_gap_ev": 9.974, "max_force_ev_per_a": 2.1, "smiles": "C=C(CC)CCC=O.O.O.O", "elements": ["C", "C", "C", "C", "C", "C", "C", "O", "H", "H", "H", "H", "H", "H", "H", "H", "H", "H", "H", "H", "O", "H", "H", "O", "H", "H", "O", "H", "H"], "positions_angstrom": [[2.006, 0.082, -0.919], [0.796, 0.639, -0.932], [0.434, 1.783, -1.854], [-1.043, 1.954, -2.212], [-0.239, 0.150, 0.040], [-0.574, 1.261, 1.057], [0.574, 1.864, 1.823], [1.076, 2.907, 1.494], [2.071, -0.710, -0.196], [2.817, 0.369, -1.569], [0.774, 2.709, -1.378], [1.040, 1.690, -2.752], [-1.644, 2.516, -1.508], [-1.446, 1.018, -2.606], [-1.079, 2.501, -3.166], [-1.177, -0.150, -0.428], [-0.037, -0.782, 0.575], [-1.387, 0.919, 1.699], [-1.012, 2.107, 0.531], [0.915, 1.346, 2.737], [-0.141, -3.476, 1.987], [-0.889, -4.005, 1.690], [0.548, -3.592, 1.290], [1.717, -3.242, 0.043], [1.774, -2.347, 0.390], [1.379, -3.190, -0.857], [-2.459, -1.420, 1.265], [-1.824, -1.924, 1.799], [-2.967, -0.978, 1.957]]}

Entry 2:
{"formula": "C7H19Ag3FO6P", "method": "ωB97M-V with the def2-TZVPD basis set", "e_homo_ha": -0.5354, "orbital_gap_ev": 5.015, "charge": 2, "max_force_ev_per_a": 4.1, "elements": ["Ag", "Ag", "Ag", "F", "C", "O", "P", "O", "O", "C", "O", "C", "H", "H", "H", "H", "H", "H", "H", "H", "H", "C", "O", "C", "C", "O", "C", "H", "H", "H", "H", "H", "H", "H", "H", "H", "H"], "positions_angstrom": [[16.559, -9.663, 2.488], [16.387, -5.922, 1.782], [13.958, -7.142, 3.987], [16.138, -7.563, 3.551], [20.954, -6.909, 8.712], [21.650, -7.474, 7.609], [20.905, -7.437, 6.211], [20.559, -6.082, 5.787], [21.880, -8.208, 5.255], [22.515, -9.350, 5.717], [19.549, -8.346, 6.413], [18.683, -8.608, 5.351], [20.823, -5.836, 8.571], [21.682, -7.091, 9.503], [20.031, -7.358, 9.080], [21.883, -9.909, 6.407], [23.468, -9.051, 6.153], [22.714, -9.909, 4.802], [17.697, -8.890, 5.719], [19.162, -9.316, 4.674], [18.629, -7.702, 4.748], [19.042, -12.223, 3.919], [18.049, -11.698, 2.977], [16.828, -12.508, 2.870], [16.054, -12.287, 4.299], [15.987, -10.905, 4.499], [15.126, -10.522, 5.529], [18.988, -13.275, 4.201], [18.570, -11.812, 4.811], [20.027, -11.766, 3.827], [16.949, -13.583, 2.738], [16.107, -12.158, 2.132], [16.537, -12.829, 5.113], [15.110, -12.807, 4.139], [14.121, -10.922, 5.396], [15.183, -9.444, 5.376], [15.290, -10.765, 6.579]]}

Entry 3:
{"formula": "C7H19Br2Mn2N5O14S", "method": "ωB97M-V with the def2-TZVPD basis set", "e_homo_ha": [-0.5259, -0.5258], "spin_multiplicity": 11, "orbital_gap_ev": [7.791, 7.602], "charge": 2, "max_force_ev_per_a": 1.2, "elements": ["Mn", "Mn", "S", "O", "O", "O", "O", "Br", "C", "C", "Br", "H", "H", "H", "H", "C", "N", "O", "O", "H", "H", "H", "C", "N", "O", "O", "H", "H", "H", "C", "N", "O", "O", "H", "H", "H", "C", "N", "O", "O", "H", "H", "H", "C", "N", "O", "O", "H", "H", "H"], "positions_angstrom": [[-0.069, 2.552, -0.958], [-2.048, -2.004, 0.852], [-0.979, 0.194, -0.127], [0.375, 0.763, 0.073], [-1.655, 1.245, -0.952], [-1.007, -1.171, -0.727], [-1.740, 0.007, 1.140], [5.041, -1.142, -1.542], [3.713, -1.125, -2.975], [2.574, -0.222, -2.584], [3.049, 1.647, -2.965], [3.379, -2.158, -3.023], [4.244, -0.829, -3.868], [2.368, -0.247, -1.521], [1.681, -0.432, -3.168], [2.840, 3.371, 1.913], [2.620, 2.645, 0.644], [1.864, 3.188, -0.182], [3.169, 1.605, 0.461], [3.895, 3.275, 2.149], [2.259, 2.868, 2.684], [2.517, 4.394, 1.779], [-2.768, 3.122, 2.318], [-1.401, 3.617, 2.000], [-0.810, 4.217, 2.836], [-0.904, 3.332, 0.897], [-2.650, 2.475, 3.182], [-3.163, 2.589, 1.465], [-3.365, 3.988, 2.589], [1.982, -1.558, 1.706], [0.914, -2.174, 2.550], [1.212, -2.657, 3.598], [-0.258, -2.094, 2.165], [2.894, -2.115, 1.873], [2.051, -0.529, 2.054], [1.654, -1.554, 0.677], [-5.276, 0.322, -0.857], [-5.036, -1.112, -0.568], [-4.094, -1.392, 0.191], [-5.758, -1.927, -1.045], [-6.243, 0.567, -0.428], [-5.330, 0.436, -1.935], [-4.452, 0.882, -0.434], [0.021, -4.023, -2.215], [0.834, -3.595, -1.051], [0.387, -3.786, 0.073], [1.895, -3.062, -1.279], [0.153, -5.095, -2.347], [0.437, -3.532, -3.086], [-1.014, -3.769, -2.032]]}

Entry 4:
{"formula": "C7H19ClN3OP", "method": "ωB97M-V with the def2-TZVPD basis set", "e_homo_ha": -0.3360, "orbital_gap_ev": 9.902, "max_force_ev_per_a": 4.3, "smiles": "CC(C)NN(NC(C)C)[P@@](C)(=O)Cl", "elements": ["C", "C", "C", "N", "N", "N", "C", "C", "C", "P", "C", "O", "Cl", "H", "H", "H", "H", "H", "H", "H", "H", "H", "H", "H", "H", "H", "H", "H", "H", "H", "H", "H"], "positions_angstrom": [[1.552, 1.704, 1.304], [0.586, 1.985, 0.130], [0.412, 3.439, -0.196], [-0.737, 1.319, 0.382], [-0.782, -0.023, 0.002], [-0.111, -1.181, 0.882], [0.632, -2.037, -0.019], [0.758, -3.438, 0.661], [2.042, -1.529, -0.390], [-2.411, -0.439, -0.312], [-2.671, 0.325, -1.918], [-2.727, -1.880, -0.130], [-3.580, 0.725, 0.825], [1.455, 2.279, 2.265], [1.470, 0.695, 1.541], [2.557, 1.780, 0.995], [0.831, 1.487, -0.875], [-0.255, 3.457, -1.021], [1.395, 3.744, -0.414], [0.066, 3.879, 0.710], [-1.197, 1.507, 1.254], [-0.954, -1.683, 1.253], [0.051, -2.200, -1.049], [1.186, -4.164, -0.029], [1.331, -3.405, 1.543], [-0.179, -3.726, 0.831], [2.554, -1.328, 0.510], [2.107, -0.561, -0.932], [2.589, -2.222, -0.987], [-3.304, -0.272, -2.520], [-2.988, 1.338, -1.904], [-1.677, 0.426, -2.392]]}

Entry 5:
{"formula": "C7H19CuNNbO2", "method": "ωB97M-V with the def2-TZVPD basis set", "e_homo_ha": [-0.4318, -0.4318], "spin_multiplicity": 2, "orbital_gap_ev": [6.293, 5.880], "charge": 1, "max_force_ev_per_a": 3.6, "elements": ["C", "N", "C", "Nb", "C", "C", "O", "C", "C", "C", "O", "H", "H", "H", "H", "H", "H", "H", "H", "H", "H", "H", "H", "H", "H", "H", "H", "H", "H", "H", "Cu"], "positions_angstrom": [[1.947, -2.373, 1.037], [2.419, -1.563, -0.100], [1.437, -1.128, -0.999], [-0.258, 0.150, -0.078], [1.216, 1.374, 1.170], [1.188, 2.815, 0.574], [2.338, 3.010, -0.265], [-1.750, -1.146, -1.194], [-3.122, -0.420, -0.857], [-3.583, -0.566, 0.619], [-4.203, -1.270, -0.537], [2.681, -3.177, 1.213], [0.975, -2.832, 0.830], [1.888, -1.732, 1.931], [3.036, -0.807, 0.190], [1.021, -1.967, -1.583], [1.950, -0.476, -1.739], [-0.091, 1.331, -1.546], [-1.558, 1.281, 0.516], [-0.500, -0.931, 1.342], [2.221, 0.935, 1.258], [0.766, 1.427, 2.180], [1.156, 3.585, 1.353], [0.248, 2.912, -0.019], [2.333, 2.289, -0.912], [-1.655, -1.093, -2.293], [-1.859, -2.165, -0.798], [-3.326, 0.544, -1.354], [-4.145, 0.302, 0.960], [-3.172, -1.359, 1.239], [0.403, 3.053, -2.137]]}

Entry 6:
{"formula": "C7H19N", "method": "ωB97M-V with the def2-TZVPD basis set", "e_homo_ha": -0.2651, "orbital_gap_ev": 8.005, "max_force_ev_per_a": 3.7, "elements": ["C", "C", "C", "N", "H", "H", "H", "H", "H", "H", "H", "H", "H", "C", "C", "C", "C", "H", "H", "H", "H", "H", "H", "H", "H", "H", "H"], "positions_angstrom": [[1.040, -1.571, -0.910], [2.070, -2.662, -0.646], [-0.334, -1.822, -0.363], [1.523, -0.235, -0.276], [0.994, -1.349, -1.980], [1.932, -0.415, 0.637], [2.232, 0.224, -0.839], [-0.306, -2.254, 0.637], [-0.805, -0.652, -0.204], [1.787, -3.572, -1.174], [2.113, -2.895, 0.419], [3.068, -2.368, -0.981], [-0.916, -2.464, -1.020], [-0.833, 1.155, 0.372], [-0.779, 2.144, -0.798], [-0.239, 1.823, 1.620], [-2.309, 0.873, 0.675], [0.358, 0.450, 0.059], [-2.410, 0.177, 1.509], [-2.867, 1.780, 0.930], [-1.209, 1.700, -1.698], [-1.321, 3.075, -0.594], [0.250, 2.439, -1.022], [0.809, 2.097, 1.464], [-0.759, 2.747, 1.897], [-0.278, 1.146, 2.476], [-2.808, 0.428, -0.188]]}

Entry 7:
{"formula": "C7H19N2Pb", "method": "ωB97M-V with the def2-TZVPD basis set", "e_homo_ha": -0.4693, "orbital_gap_ev": 8.573, "charge": 1, "max_force_ev_per_a": 1.3, "elements": ["C", "Pb", "N", "N", "H", "H", "H", "H", "H", "H", "H", "H", "H", "H", "C", "C", "C", "C", "C", "C", "H", "H", "H", "H", "H", "H", "H", "H", "H"], "positions_angstrom": [[-1.987, 1.071, 2.241], [0.277, 1.126, -1.519], [1.751, -0.889, -2.126], [-1.210, -1.208, -0.779], [1.972, -1.264, -1.198], [-2.469, 1.873, 1.638], [-1.539, 1.499, 3.124], [-1.261, 0.594, 1.530], [-2.784, 0.405, 2.636], [-0.615, -2.043, -0.712], [-1.896, -1.484, -1.508], [-1.764, -1.250, 0.089], [1.303, -1.647, -2.646], [2.623, -0.668, -2.613], [3.398, 3.799, 1.539], [3.677, 2.290, 1.726], [5.080, 1.955, 1.192], [3.722, 1.993, 3.242], [2.598, 1.585, 0.959], [1.691, 1.254, 0.211], [4.205, 4.346, 2.029], [2.435, 4.078, 1.998], [3.371, 4.063, 0.471], [5.808, 2.649, 1.614], [5.406, 0.946, 1.472], [5.140, 2.052, 0.110], [2.765, 2.156, 3.736], [4.068, 0.981, 3.477], [4.431, 2.671, 3.723]]}

Entry 8:
{"formula": "C7H19N3", "method": "ωB97M-V with the def2-TZVPD basis set", "e_homo_ha": [-0.2502, -0.2497], "orbital_gap_ev": [6.787, 6.753], "max_force_ev_per_a": 0.6, "elements": ["C", "C", "C", "C", "C", "C", "C", "N", "N", "N", "H", "H", "H", "H", "H", "H", "H", "H", "H", "H", "H", "H", "H", "H", "H", "H", "H", "H", "H"], "positions_angstrom": [[0.828, -0.963, 0.851], [-0.327, 0.220, 1.460], [-2.486, 0.269, 0.473], [-0.640, 1.709, -1.962], [-1.178, -0.676, -2.079], [2.686, 0.420, 0.211], [1.531, -1.497, 2.098], [-1.145, 0.814, 0.517], [-0.485, 0.392, -1.397], [1.575, -0.421, -0.163], [0.560, 0.088, -1.019], [0.135, -1.711, 0.457], [-0.865, -0.390, 2.192], [0.331, 0.950, 1.934], [-3.024, 0.627, 1.357], [-2.531, -0.830, 0.480], [-3.019, 0.645, -0.400], [-1.679, 2.055, -1.904], [-0.022, 2.413, -1.407], [-0.334, 1.717, -3.016], [-0.982, -1.624, -1.579], [-0.815, -0.765, -3.113], [-2.261, -0.519, -2.126], [3.482, -0.116, 0.748], [2.390, 1.269, 0.855], [3.134, 0.842, -0.691], [2.291, -2.223, 1.801], [0.824, -1.993, 2.767], [2.026, -0.702, 2.657]]}